The following is a quantum chemistry calculation of a molecular structure, C47H56GeNS2SbW at a distorted geometry, from OMol25.

HOMO (alpha / beta)	-0.578 / -0.578	Eh
multiplicity	4
charge	+3
⟨S²⟩	3.849
LUMO energy (alpha / beta)	-0.381 / -0.459	hartree
HOMO-LUMO gap (alpha / beta)	5.342 / 3.227	eV

Geometry (Å):
W  -0.718  -1.020  -0.941
C  2.310  2.087  4.333
C  0.888  2.551  4.076
C  0.247  3.289  5.241
C  0.736  3.458  2.788
C  0.173  1.217  3.738
C  -0.101  0.422  4.850
C  -0.693  -0.833  4.730
C  -1.061  -1.256  3.437
S  -1.998  -2.707  3.127
C  -1.888  -2.305  1.420
N  -1.116  -1.238  1.116
C  -0.757  -0.503  2.301
C  -0.074  0.733  2.443
C  -2.110  -3.246  0.387
C  -2.671  -4.490  0.498
C  -2.582  -5.445  -0.586
C  -2.046  -5.078  -1.799
C  -1.843  -3.723  -1.955
C  -1.633  -2.893  -0.922
H  3.006  2.930  4.448
H  2.723  1.456  3.487
H  2.369  1.471  5.273
H  0.635  4.300  5.320
H  0.371  2.826  6.194
H  -0.835  3.374  5.051
H  1.272  4.385  3.045
H  -0.297  3.644  2.575
H  1.233  3.006  1.944
H  0.200  0.707  5.847
H  -1.034  -1.401  5.626
H  0.169  1.339  1.585
H  -3.094  -4.746  1.459
H  -2.924  -6.473  -0.360
H  -1.936  -5.836  -2.579
H  -1.701  -3.293  -2.913
C  -6.039  3.533  -3.092
C  -4.841  2.525  -3.152
C  -5.156  1.156  -2.598
C  -4.027  0.162  -2.436
Ge  -2.400  0.782  -1.380
C  -3.309  1.663  0.191
C  -3.619  3.135  0.203
C  -3.666  3.742  1.602
C  -3.740  5.286  1.603
H  -5.724  4.557  -2.858
H  -6.764  3.256  -2.277
H  -6.552  3.477  -4.034
H  -4.006  2.826  -2.471
H  -4.363  2.466  -4.114
H  -5.870  0.718  -3.338
H  -5.779  1.304  -1.692
H  -3.531  -0.133  -3.371
H  -4.385  -0.724  -1.887
H  -1.802  2.047  -2.079
H  -2.450  1.528  0.906
H  -4.122  1.009  0.481
H  -4.542  3.435  -0.321
H  -2.820  3.598  -0.374
H  -2.768  3.438  2.117
H  -4.526  3.349  2.177
H  -2.880  5.768  1.074
H  -3.559  5.586  2.663
H  -4.676  5.690  1.262
S  -0.398  -0.655  -4.417
C  -0.674  -0.954  -2.851
C  0.982  1.808  -1.211
C  2.331  1.687  -0.593
C  3.072  2.817  -0.184
C  4.216  2.686  0.658
C  4.778  1.457  0.836
C  4.147  0.270  0.312
C  2.967  0.435  -0.426
Sb  1.969  -1.340  -1.136
C  2.793  -1.717  -3.160
C  3.429  -0.693  -3.797
C  3.865  -0.818  -5.120
C  3.625  -1.989  -5.830
C  2.937  -2.971  -5.238
C  2.518  -2.850  -3.873
C  1.697  -4.021  -3.366
C  2.678  -2.817  0.382
C  1.983  -2.830  1.586
C  2.437  -3.588  2.728
C  3.700  -4.203  2.627
C  4.415  -4.182  1.450
C  3.960  -3.473  0.322
C  4.890  -3.365  -0.865
H  0.412  2.786  -1.071
H  0.243  1.006  -0.896
H  0.984  1.639  -2.301
H  2.660  3.799  -0.451
H  4.651  3.545  1.145
H  5.707  1.325  1.413
H  4.577  -0.730  0.460
H  3.669  0.216  -3.224
H  4.392  0.014  -5.490
H  4.026  -2.146  -6.823
H  2.782  -3.927  -5.750
H  1.503  -4.779  -4.107
H  0.748  -3.611  -2.861
H  2.224  -4.481  -2.494
H  1.152  -2.126  1.726
H  1.782  -3.478  3.612
H  4.164  -4.771  3.437
H  5.252  -4.862  1.374
H  5.416  -2.385  -0.911
H  4.354  -3.453  -1.823
H  5.679  -4.164  -0.884



The following is a quantum chemistry calculation of a molecular structure, C47H56IrN5O4SSe3 at a distorted geometry, from OMol25.

HOMO (alpha / beta)	-0.318 / -0.303	Eh
multiplicity	2
charge	+1
⟨S²⟩	0.858
LUMO energy (alpha / beta)	-0.096 / -0.126	hartree
HOMO-LUMO gap (alpha / beta)	6.044 / 4.825	eV

Geometry (Å):
Ir  0.443  -0.150  0.366
C  8.085  -0.441  -11.154
O  7.653  -1.548  -10.378
C  6.869  -1.301  -9.306
C  6.427  -0.036  -8.929
C  5.618  0.095  -7.809
C  5.239  -1.008  -7.058
C  5.694  -2.272  -7.446
C  6.498  -2.418  -8.551
C  4.367  -0.896  -5.888
N  3.848  -1.909  -5.230
C  3.107  -1.343  -4.229
C  3.170  0.028  -4.277
N  3.985  0.305  -5.348
C  2.485  0.883  -3.359
C  2.461  2.284  -3.412
C  1.729  2.974  -2.480
C  1.035  2.266  -1.495
N  1.049  0.942  -1.418
C  1.758  0.245  -2.340
C  1.715  -1.205  -2.257
N  1.015  -1.718  -1.225
C  0.845  -3.026  -1.161
C  1.405  -3.899  -2.106
C  2.171  -3.394  -3.124
C  2.338  -2.004  -3.216
H  8.724  -0.851  -11.930
H  8.657  0.265  -10.548
H  7.237  0.071  -11.615
H  6.698  0.841  -9.495
H  5.277  1.090  -7.547
H  5.401  -3.133  -6.861
H  6.858  -3.390  -8.859
H  4.264  1.211  -5.678
H  2.996  2.813  -4.191
H  1.661  4.052  -2.507
H  0.415  2.771  -0.768
H  0.264  -3.395  -0.328
H  1.241  -4.963  -2.003
H  2.640  -4.030  -3.864
O  -1.788  -3.155  1.943
C  -1.357  -3.452  3.264
C  -0.663  -2.297  3.984
C  -0.717  -2.736  5.467
O  -0.093  -1.832  6.360
C  0.796  -2.084  3.617
Se  1.328  -2.187  1.763
C  -1.378  -0.966  3.866
Se  -1.335  0.022  2.163
H  -2.082  -3.984  1.550
H  -0.670  -4.307  3.260
H  -2.236  -3.727  3.861
H  -0.275  -3.736  5.559
H  -1.758  -2.801  5.789
H  0.859  -1.870  6.223
H  1.421  -2.840  4.106
H  1.121  -1.101  3.965
H  -0.969  -0.298  4.623
H  -2.445  -1.086  4.068
C  -5.440  7.388  -1.241
C  -4.589  6.195  -0.907
C  -4.661  5.024  -1.655
C  -3.907  3.904  -1.340
C  -4.048  2.676  -2.199
C  -3.034  3.943  -0.230
Se  -2.090  2.354  0.222
C  -2.941  5.128  0.522
C  -2.046  5.258  1.726
C  -3.712  6.227  0.167
H  -6.133  7.166  -2.051
H  -4.824  8.237  -1.543
H  -6.022  7.703  -0.373
H  -5.326  4.986  -2.510
H  -4.670  2.890  -3.067
H  -4.506  1.862  -1.632
H  -3.079  2.311  -2.541
H  -1.473  4.343  1.858
H  -2.638  5.419  2.629
H  -1.372  6.111  1.616
H  -3.631  7.135  0.756
C  1.548  4.107  1.459
N  1.589  3.597  2.853
C  0.816  4.442  3.796
C  1.166  2.134  2.908
C  2.284  1.297  2.356
C  3.510  1.396  3.035
C  4.660  0.814  2.546
C  4.585  0.125  1.340
C  3.367  -0.027  0.709
C  2.161  0.521  1.195
H  2.017  5.088  1.424
H  0.507  4.165  1.148
H  2.087  3.401  0.831
H  2.569  3.606  3.142
H  -0.237  4.393  3.527
H  1.171  5.468  3.733
H  0.957  4.059  4.803
H  0.241  2.034  2.342
H  0.967  1.922  3.960
H  3.555  1.929  3.984
H  5.592  0.890  3.089
H  5.471  -0.334  0.919
H  3.339  -0.618  -0.200
O  -1.464  -0.554  -0.814
S  -2.257  -1.852  -0.782
C  -2.952  -2.014  -2.439
C  -4.377  -2.502  -2.226
C  -4.952  -1.605  -1.127
C  -3.875  -1.462  -0.047
H  -2.324  -2.686  -3.021
H  -2.913  -1.011  -2.868
H  -4.370  -3.544  -1.896
H  -4.955  -2.457  -3.148
H  -5.867  -2.024  -0.711
H  -5.201  -0.627  -1.543
H  -4.005  -2.155  0.783
H  -3.765  -0.458  0.360



The records above give, respectively, ΔE to the lowest compared entry with this formula, charge and spin values of 0.0; 47.7 kcal/mol.